Density functional theory data (ωB97M-V/def2-TZVPD) for C19H17N5O2S2 in the gas phase.

Results
energy above the lowest of the compared OMol25 structures with the same formula, charge and spin: 14.3 kcal/mol
HOMO energy: -7.8 eV
SMILES: COc1ccccc1Nc1nnc(SCc2cc(=O)n3cc(C)ccc3n2)s1
calculated total energy: -1954.8659 a.u.
LUMO energy: 0.1 eV

The geometry in ORCA input format:
```
! wB97M-V def2-TZVPD RIJCOSX def2/J DEFGRID3
* xyz 0 1
C 4.626 2.993 -1.824
O 3.904 1.857 -1.417
C 4.369 1.142 -0.340
C 5.520 1.432 0.371
C 5.894 0.635 1.444
C 5.123 -0.451 1.811
C 3.968 -0.754 1.109
C 3.584 0.034 0.036
N 2.440 -0.200 -0.726
C 1.507 -1.144 -0.556
N 1.490 -2.082 0.339
N 0.436 -2.873 0.272
C -0.394 -2.590 -0.660
S -1.927 -3.387 -0.878
C -2.655 -2.946 0.760
C -2.667 -1.459 0.852
C -1.632 -0.770 1.434
C -1.550 0.645 1.342
O -0.655 1.367 1.737
N -2.677 1.237 0.670
C -2.699 2.592 0.544
C -3.723 3.252 -0.057
C -3.734 4.741 -0.186
C -4.800 2.479 -0.566
C -4.785 1.127 -0.452
C -3.700 0.458 0.175
N -3.697 -0.849 0.247
S 0.101 -1.193 -1.640
H 5.640 2.731 -2.143
H 4.676 3.742 -1.028
H 4.077 3.403 -2.671
H 6.134 2.276 0.102
H 6.794 0.875 1.989
H 5.416 -1.068 2.646
H 3.353 -1.595 1.382
H 2.289 0.481 -1.457
H -3.663 -3.353 0.732
H -2.046 -3.416 1.529
H -0.826 -1.275 1.941
H -1.834 3.085 0.967
H -4.613 5.155 0.307
H -2.844 5.175 0.261
H -3.776 5.027 -1.236
H -5.625 2.983 -1.046
H -5.578 0.503 -0.829
*
```